No. 1
C3H6O2 | the ωB97M-V functional and the def2-TZVPD basis

Cartesian coordinates (Å):
C: -0.548 -0.033 1.325
C: 0.575 0.022 0.304
C: 0.100 -0.226 -1.098
O: -0.341 -1.259 -1.523
O: 0.250 0.864 -1.883
H: -0.191 0.307 2.282
H: -0.768 -1.073 1.605
H: -1.452 0.485 1.023
H: 0.961 1.036 0.251
H: 1.367 -0.692 0.505
H: 0.046 0.569 -2.792

Values from the calculation:
SMILES ... CCC(=O)O
Net charge ... 0
Multiplicity ... 1
Energy relative to the best compared isomer or geometry (same formula, charge and spin) ... 5.32 kJ/mol
HOMO level ... -10.4 eV

---

No. 2
C27H30N4O2S2 | the ωB97M-V functional and the def2-TZVPD basis

Cartesian coordinates (Å):
C: -0.465 1.293 5.041
C: -1.374 2.273 4.316
C: -0.696 2.930 3.109
C: -1.121 2.172 1.889
N: -0.485 2.300 0.709
C: -0.955 1.623 -0.299
S: -0.165 1.781 -1.858
C: 1.168 2.987 -1.523
C: 2.489 2.250 -1.699
O: 2.950 2.096 -2.814
N: 3.088 1.748 -0.599
C: 2.675 1.935 0.779
C: 3.173 0.736 1.606
N: 3.007 -0.489 0.871
C: 1.851 -1.244 0.955
C: 1.789 -2.498 0.333
C: 0.671 -3.298 0.453
C: -0.414 -2.889 1.210
C: -0.367 -1.655 1.834
C: 0.739 -0.838 1.700
C: 3.842 -0.546 -0.317
C: 4.230 0.873 -0.768
N: -2.034 0.811 -0.239
C: -2.487 0.072 -1.402
C: -1.702 -1.234 -1.582
C: -2.143 -1.915 -2.845
C: -3.189 -2.829 -2.826
C: -3.617 -3.431 -3.995
C: -3.005 -3.123 -5.199
C: -1.964 -2.210 -5.227
C: -1.538 -1.608 -4.056
C: -2.752 0.606 0.964
O: -3.708 -0.138 0.991
C: -2.211 1.370 2.054
S: -2.857 1.356 3.674
H: -0.121 0.517 4.360
H: 0.399 1.812 5.451
H: -1.003 0.815 5.856
H: -1.756 3.016 5.017
H: 0.390 2.924 3.218
H: -1.012 3.971 2.998
H: 0.984 3.423 -0.546
H: 1.090 3.735 -2.311
H: 1.586 1.988 0.841
H: 3.098 2.869 1.176
H: 4.237 0.847 1.836
H: 2.642 0.682 2.556
H: 2.635 -2.862 -0.228
H: 0.654 -4.258 -0.040
H: -1.281 -3.522 1.317
H: -1.208 -1.320 2.424
H: 0.725 0.127 2.182
H: 4.752 -1.129 -0.123
H: 3.285 -1.028 -1.124
H: 4.496 0.872 -1.826
H: 5.076 1.260 -0.193
H: -3.543 -0.158 -1.237
H: -2.384 0.704 -2.287
H: -1.884 -1.873 -0.718
H: -0.634 -1.012 -1.629
H: -3.667 -3.069 -1.887
H: -4.429 -4.142 -3.969
H: -3.338 -3.593 -6.112
H: -1.484 -1.966 -6.163
H: -0.726 -0.894 -4.079

Values from the calculation:
SMILES ... C[C@H]1Cc2nc(SCC(=O)N3CCN(c4ccccc4)CC3)n(CCc3ccccc3)c(=O)c2S1
Net charge ... 0
Multiplicity ... 1
Energy relative to the best compared isomer or geometry (same formula, charge and spin) ... 0.00 kJ/mol
HOMO level ... -7.8 eV

---

No. 3
C4HN2P | the ωB97M-V functional and the def2-TZVPD basis

Cartesian coordinates (Å):
N: 2.596 1.281 -0.413
C: 1.727 0.630 -0.031
C: 0.724 -0.217 0.361
P: 0.160 -1.485 1.301
C: -0.761 -0.020 0.414
C: -1.393 -0.264 -0.819
N: -1.889 -0.644 -1.780
H: -1.163 0.719 0.967

Values from the calculation:
SMILES ... N#CC1=P[C@@H]1C#N
Net charge ... 0
Multiplicity ... 1
Energy relative to the best compared isomer or geometry (same formula, charge and spin) ... 5.42 kJ/mol
HOMO level ... -10.6 eV

---

No. 4
CH5IOSi | the ωB97M-V functional and the def2-TZVPD basis

Cartesian coordinates (Å):
C: -0.766 -0.759 0.378
O: 0.214 1.949 0.223
Si: 0.359 0.495 -0.542
I: 2.710 -0.255 -0.112
H: -1.829 -0.444 0.423
H: -1.063 -2.133 -0.628
H: -0.136 -1.330 1.094
H: 0.192 1.848 1.146
H: 0.320 0.630 -1.982

Values from the calculation:
Net charge ... 0
Multiplicity ... 1
Energy relative to the best compared isomer or geometry (same formula, charge and spin) ... 237.18 kJ/mol
HOMO level ... -9.6 eV

---

No. 5
C40H61AsN3O4PRbS2Te | the ωB97M-V functional and the def2-TZVPD basis

Cartesian coordinates (Å):
Rb: 0.337 -0.055 0.477
C: -2.721 1.222 1.578
O: -2.094 -0.054 1.719
C: -1.596 -0.268 3.025
C: -1.048 -1.678 3.152
O: -0.164 -1.948 2.069
C: 0.947 -2.804 2.316
C: 2.256 -2.036 2.386
O: 2.543 -1.472 1.118
C: 3.823 -0.860 1.070
H: -3.559 1.326 2.275
H: -3.094 1.287 0.557
H: -2.018 2.043 1.758
H: -2.388 -0.129 3.769
H: -0.803 0.458 3.243
H: -1.871 -2.396 3.137
H: -0.533 -1.755 4.114
H: 1.006 -3.512 1.485
H: 0.812 -3.366 3.243
H: 3.054 -2.729 2.682
H: 2.185 -1.248 3.146
H: 4.614 -1.592 1.251
H: 3.908 -0.057 1.809
H: 3.950 -0.444 0.071
O: 0.636 -1.990 -1.765
S: 1.519 -2.695 -2.770
C: 3.132 -2.988 -2.056
C: 3.332 -3.821 -0.964
C: 4.621 -4.046 -0.514
C: 5.702 -3.440 -1.150
C: 5.494 -2.609 -2.240
C: 4.203 -2.385 -2.700
C: 0.927 -4.378 -2.845
C: 0.154 -4.871 -1.805
C: -0.285 -6.186 -1.859
C: 0.046 -6.984 -2.948
C: 0.805 -6.470 -3.991
C: 1.249 -5.156 -3.946
H: 2.494 -4.313 -0.487
H: 4.788 -4.710 0.325
H: 6.708 -3.627 -0.799
H: 6.335 -2.148 -2.741
H: 4.029 -1.751 -3.563
H: -0.119 -4.210 -0.989
H: -0.888 -6.587 -1.053
H: -0.300 -8.009 -2.990
H: 1.047 -7.090 -4.844
H: 1.835 -4.740 -4.760
C: 2.865 3.008 3.347
P: 1.459 1.815 3.328
C: 1.694 1.091 5.004
C: 0.069 2.974 3.599
C: -0.715 2.973 4.751
C: -1.792 3.844 4.871
C: -2.095 4.725 3.843
C: -1.324 4.730 2.685
C: -0.252 3.855 2.561
H: 2.780 3.677 4.202
H: 2.871 3.596 2.430
H: 3.807 2.458 3.416
H: 1.760 1.874 5.760
H: 2.628 0.527 5.006
H: 0.881 0.409 5.261
H: -0.497 2.296 5.569
H: -2.390 3.835 5.775
H: -2.930 5.408 3.937
H: -1.563 5.407 1.873
H: 0.320 3.855 1.635
N: -2.091 0.731 -5.061
C: -2.340 1.607 -3.910
C: -1.790 0.977 -2.631
N: -0.471 0.324 -2.924
H: -2.220 1.221 -5.935
H: -2.727 -0.058 -5.063
H: -0.508 0.178 -3.945
H: -3.396 1.842 -3.770
H: -1.803 2.543 -4.066
H: -2.470 0.236 -2.223
H: -1.604 1.773 -1.917
H: 0.334 0.907 -2.641
H: -0.314 -0.589 -2.463
S: 3.947 2.859 -2.814
C: 3.510 2.904 -1.165
C: 2.487 2.046 -0.941
N: 2.055 1.346 -2.044
C: 2.747 1.688 -3.096
H: 3.999 3.572 -0.470
H: 2.033 1.868 0.026
H: 2.571 1.280 -4.086
C: -2.713 -3.641 0.429
As: -2.348 -2.046 -0.656
C: -2.634 -2.848 -2.432
C: -4.184 -1.359 -0.502
H: -3.462 -4.263 -0.059
H: -3.110 -3.309 1.388
H: -1.816 -4.233 0.614
H: -3.499 -3.513 -2.410
H: -1.762 -3.412 -2.760
H: -2.830 -2.060 -3.164
H: -4.895 -2.141 -0.774
H: -4.353 -0.497 -1.149
H: -4.369 -1.056 0.529
Te: 0.002 3.983 -1.431
C: -1.682 5.110 -0.824
C: -2.943 4.534 -0.636
C: -4.025 5.288 -0.191
C: -3.874 6.644 0.070
C: -2.628 7.234 -0.115
C: -1.548 6.477 -0.555
H: -3.083 3.476 -0.837
H: -4.990 4.813 -0.051
H: -4.717 7.236 0.405
H: -2.493 8.290 0.087
H: -0.581 6.949 -0.687

Values from the calculation:
Net charge ... +1
Multiplicity ... 1
Energy relative to the best compared isomer or geometry (same formula, charge and spin) ... 0.00 kJ/mol
HOMO level ... -7.8 eV

---

No. 6
C32H56N8 | the ωB97M-V functional and the def2-TZVPD basis

Cartesian coordinates (Å):
C: -0.874 0.859 4.158
C: -0.867 2.092 3.198
C: -1.973 2.115 2.149
C: -2.492 0.849 1.642
N: -2.886 -0.115 1.223
H: -1.851 0.654 4.597
H: -0.171 0.826 4.991
H: -0.701 -0.067 3.610
H: 0.089 2.177 2.682
H: -1.053 3.017 3.745
H: -1.806 2.680 1.232
H: -2.821 2.651 2.576
C: -3.030 -0.147 -0.831
C: -4.526 0.023 -0.684
C: -4.957 0.679 0.652
C: -4.474 2.026 0.951
N: -4.085 3.070 1.215
H: -2.648 -0.657 0.054
H: -2.447 0.773 -0.864
H: -2.811 -0.784 -1.688
H: -5.020 -0.943 -0.798
H: -4.984 0.643 -1.455
H: -4.606 0.022 1.448
H: -6.047 0.649 0.652
C: 0.160 3.429 -2.449
C: 0.452 1.949 -2.807
C: 0.797 1.175 -1.456
C: 2.067 1.515 -0.804
N: 3.087 1.736 -0.292
H: -0.664 3.471 -1.736
H: -0.016 4.064 -3.317
H: 1.061 3.831 -1.986
H: 1.237 1.953 -3.563
H: -0.400 1.460 -3.280
H: 0.978 0.150 -1.781
H: -0.043 1.152 -0.763
C: -1.055 -0.393 -0.203
C: 0.424 -0.314 0.183
C: 0.489 0.603 1.389
C: 0.223 2.064 1.039
N: 0.061 3.188 0.762
H: -1.125 -0.987 -1.114
H: -1.471 0.608 -0.313
H: -1.743 -0.939 0.442
H: 1.076 0.064 -0.605
H: 0.920 -1.266 0.366
H: 1.531 0.520 1.699
H: -0.231 0.319 2.156
C: 5.149 -0.499 3.649
C: 4.502 0.911 3.841
C: 3.027 0.949 4.171
C: 2.229 0.131 3.275
N: 1.630 -0.532 2.530
H: 6.223 -0.443 3.474
H: 4.765 -1.001 2.761
H: 4.977 -1.198 4.468
H: 4.702 1.599 3.019
H: 4.942 1.356 4.733
H: 2.651 1.972 4.172
H: 2.787 0.540 5.152
C: 2.105 -1.668 -3.780
C: 0.772 -1.144 -3.207
C: 0.591 -1.335 -1.656
C: 1.872 -1.032 -0.913
N: 2.832 -0.858 -0.307
H: 2.314 -2.697 -3.485
H: 2.994 -1.092 -3.524
H: 2.094 -1.502 -4.857
H: -0.120 -1.602 -3.632
H: 0.684 -0.098 -3.500
H: 0.289 -2.349 -1.391
H: -0.165 -0.625 -1.320
C: 3.142 -4.438 0.990
C: 3.263 -2.995 0.690
C: 2.272 -2.115 1.358
C: 0.878 -2.470 0.961
N: -0.217 -2.788 0.701
H: 3.117 -4.614 2.065
H: 3.940 -5.024 0.535
H: 2.234 -4.888 0.590
H: 3.158 -2.924 -0.392
H: 4.253 -2.651 0.990
H: 2.379 -1.062 1.101
H: 2.365 -2.177 2.442
C: -3.913 -1.215 -3.320
C: -3.052 -0.358 -4.232
C: -2.552 0.880 -3.510
C: -1.436 0.649 -2.576
N: -0.533 0.513 -1.901
H: -4.737 -0.663 -2.868
H: -3.306 -1.601 -2.501
H: -4.349 -2.106 -3.772
H: -3.692 -0.104 -5.077
H: -2.291 -0.966 -4.722
H: -3.335 1.366 -2.927
H: -2.206 1.523 -4.319

Values from the calculation:
Net charge ... 0
Multiplicity ... 1
Energy relative to the best compared isomer or geometry (same formula, charge and spin) ... 4591.65 kJ/mol
HOMO level ... -7.5 eV

---

No. 7
C4H11N3O2 | the ωB97M-V functional and the def2-TZVPD basis

Cartesian coordinates (Å):
C: -1.350 -1.249 1.635
N: -0.069 -0.742 1.174
C: 0.649 0.021 1.847
N: 0.312 0.432 3.245
N: 1.680 0.844 1.343
H: -1.474 -2.362 1.471
H: -2.103 -0.681 0.937
H: -1.690 -0.973 2.628
H: -0.730 0.557 3.210
H: 0.474 1.436 3.215
H: 1.715 1.025 0.328
H: 2.532 0.824 1.732
C: 0.013 0.081 -3.858
C: 0.224 0.322 -2.376
O: 1.065 0.931 -1.769
O: -0.589 -0.409 -1.602
H: 0.929 0.550 -4.314
H: -1.048 0.514 -4.082
H: -0.081 -0.933 -4.250
H: -0.459 -0.191 -0.513

Values from the calculation:
SMILES ... CN=C(N)N.CC(=O)O
Net charge ... 0
Multiplicity ... 1
Energy relative to the best compared isomer or geometry (same formula, charge and spin) ... 195.06 kJ/mol
HOMO level ... -9.7 eV

---

No. 8
C2H7N3O2 | the ωB97M-V functional and the def2-TZVPD basis

Cartesian coordinates (Å):
O: -1.514 0.258 0.414
C: -1.566 -0.524 1.438
O: -2.473 -1.227 1.821
H: -0.642 -0.490 2.068
N: 2.557 0.394 -1.310
C: 1.275 0.364 -0.880
N: 0.848 1.154 0.075
N: 0.413 -0.459 -1.473
H: 3.229 0.935 -0.801
H: 2.893 -0.376 -1.862
H: -0.174 0.918 0.431
H: 1.472 1.718 0.622
H: 0.731 -1.200 -2.068
H: -0.529 -0.457 -1.068

Values from the calculation:
Net charge ... 0
Multiplicity ... 1
Energy relative to the best compared isomer or geometry (same formula, charge and spin) ... 71.85 kJ/mol
HOMO level ... -8.5 eV

---

No. 9
C4H9NO | the ωB97M-V functional and the def2-TZVPD basis

Cartesian coordinates (Å):
C: 1.879 0.442 0.494
C: 0.406 -0.137 -0.981
C: -0.886 -0.101 -0.263
N: -1.462 1.000 0.065
O: -0.735 2.146 -0.317
C: -1.548 -1.358 0.277
H: 2.138 1.411 1.031
H: 1.708 -0.271 1.304
H: 2.774 0.198 -0.068
H: 0.475 0.635 -1.752
H: 0.561 -1.143 -1.447
H: 0.071 2.201 0.256
H: -1.920 -1.133 1.278
H: -2.401 -1.644 -0.341
H: -0.893 -2.235 0.358

Values from the calculation:
Net charge ... 0
Multiplicity ... 1
Energy relative to the best compared isomer or geometry (same formula, charge and spin) ... 502.89 kJ/mol
HOMO level ... -9.2 eV

---

No. 10
C3H9N3O | the ωB97M-V functional and the def2-TZVPD basis

Cartesian coordinates (Å):
C: 0.104 -0.627 -0.104
C: 0.944 1.620 0.010
N: 0.783 0.330 0.640
N: 0.380 -1.978 0.235
N: -0.052 -0.488 -1.499
C: -1.350 0.083 0.790
O: -2.077 0.821 0.092
H: -0.649 0.621 1.593
H: 1.179 -2.321 -0.291
H: 0.609 -2.050 1.221
H: -0.462 -1.337 -1.872
H: -0.696 0.276 -1.698
H: -1.657 -0.793 1.379
H: 1.498 2.284 0.673
H: 1.480 1.491 -0.937
H: -0.034 2.067 -0.233

Values from the calculation:
Net charge ... 0
Multiplicity ... 1
Energy relative to the best compared isomer or geometry (same formula, charge and spin) ... 433.25 kJ/mol
HOMO level ... -8.3 eV

---

No. 11
C3H23O9S2 | the ωB97M-V functional and the def2-TZVPD basis

Cartesian coordinates (Å):
C: -0.864 -0.794 -0.062
C: -0.559 0.189 -1.209
O: 0.716 0.058 -1.749
C: -1.757 -1.958 -0.534
S: -2.764 -2.589 0.903
S: -4.455 -1.474 1.024
H: -1.314 -0.408 0.838
H: 0.049 -1.310 0.244
H: -1.343 0.020 -1.963
H: -0.662 1.213 -0.801
H: -1.289 -2.898 -0.822
H: -2.527 -1.703 -1.263
H: -4.173 -0.485 1.895
H: -3.240 2.073 1.290
H: -2.027 1.108 1.742
O: -2.983 1.230 1.626
H: 1.781 0.005 -0.560
H: 3.297 0.341 -0.459
O: 2.466 0.581 -0.036
H: 1.593 -2.980 -0.386
H: 0.867 -3.550 0.973
O: 1.641 -3.150 0.591
H: 1.819 -1.136 2.414
H: 2.375 0.030 1.616
O: 1.833 -0.171 2.419
H: 0.257 1.869 1.311
H: 0.209 0.836 2.381
O: -0.237 1.664 2.116
H: 1.074 3.991 -1.156
H: -0.350 4.261 -0.796
O: 0.507 4.583 -0.613
H: 1.036 -1.318 -1.832
H: 1.919 -2.422 -2.592
O: 1.263 -2.368 -1.892
H: 1.466 1.931 -2.054
H: 2.339 2.092 -0.922
O: 2.037 2.638 -1.683

Values from the calculation:
Net charge ... -1
Multiplicity ... 1
Energy relative to the best compared isomer or geometry (same formula, charge and spin) ... 0.00 kJ/mol
HOMO level ... -5.8 eV

---

No. 12
C19H33BFO14S | the ωB97M-V functional and the def2-TZVPD basis

Cartesian coordinates (Å):
O: -1.976 2.935 -0.751
S: -2.339 1.776 -0.003
O: -3.619 1.180 -0.274
O: -2.342 2.190 1.545
C: -1.093 0.500 -0.097
C: -0.257 0.518 -1.384
C: 1.229 0.242 -1.087
C: 2.024 1.521 -0.907
O: 1.954 2.353 -2.011
B: 3.019 3.433 -1.742
O: 3.858 2.801 -0.632
C: 3.529 1.445 -0.615
C: 3.896 0.847 0.740
C: 4.026 -0.657 0.714
F: 4.124 -1.177 2.020
H: -1.705 1.694 2.068
H: -1.666 -0.421 -0.004
H: -0.448 0.563 0.781
H: -0.358 1.463 -1.917
H: -0.623 -0.273 -2.043
H: 1.663 -0.379 -1.876
H: 1.280 -0.311 -0.142
H: 1.626 2.059 -0.013
H: 2.560 4.521 -1.417
H: 3.686 3.528 -2.763
H: 4.046 0.917 -1.443
H: 4.848 1.271 1.066
H: 3.149 1.152 1.480
H: 3.174 -1.150 0.245
H: 4.930 -0.961 0.180
C: -4.130 -2.116 6.103
C: -3.212 -1.151 5.403
C: -3.880 -0.184 4.444
O: -2.848 0.050 3.475
C: -2.045 -1.036 3.466
O: -1.210 -1.251 2.642
O: -2.317 -1.842 4.506
H: -3.566 -2.809 6.724
H: -4.830 -1.565 6.733
H: -4.690 -2.711 5.380
H: -2.590 -0.611 6.122
H: -4.187 0.757 4.892
H: -4.729 -0.643 3.932
C: 0.549 3.907 -7.422
C: 2.004 4.143 -7.110
C: 2.769 2.935 -6.602
O: 3.770 3.532 -5.787
C: 3.280 4.713 -5.318
O: 3.743 5.337 -4.433
O: 2.146 5.043 -6.009
H: 0.066 4.833 -7.733
H: 0.450 3.175 -8.226
H: 0.031 3.538 -6.536
H: 2.520 4.583 -7.972
H: 3.233 2.344 -7.389
H: 2.142 2.294 -5.976
C: -1.849 -5.895 0.953
C: -2.118 -5.025 2.150
C: -0.964 -4.859 3.117
O: -1.645 -4.649 4.358
C: -2.852 -5.240 4.283
O: -3.592 -5.395 5.205
O: -3.115 -5.620 3.012
H: -2.743 -5.994 0.339
H: -1.058 -5.453 0.346
H: -1.542 -6.893 1.268
H: -2.497 -4.046 1.844
H: -0.325 -4.007 2.900
H: -0.364 -5.769 3.198

Values from the calculation:
Net charge ... -1
Multiplicity ... 1
HOMO level ... -3.8 eV